(1)
79
Properties=species:S:1:pos:R:3 method="wB97M-V/def2-TZVPD" spin_multiplicity=2 e_lumo_ev="3.655 / 3.655" relative_energy_ev=1.1548 charge=-2 homo_energy_ev="-1.9 / -1.9"
Cu -0.397 -0.921 1.850
C -2.762 5.250 1.390
S -2.374 4.629 -0.279
C -1.974 2.903 0.243
S -3.198 1.784 0.181
N -0.820 2.903 0.799
N -0.016 1.936 1.127
C 0.780 2.086 2.137
C 1.764 1.087 2.419
C 2.766 1.273 3.384
C 3.675 0.263 3.614
C 3.601 -0.904 2.858
C 2.580 -1.022 1.932
N 1.672 -0.077 1.744
H -3.340 6.162 1.278
H -1.842 5.457 1.930
H -3.345 4.502 1.918
H 0.703 2.942 2.817
H 2.802 2.202 3.938
H 4.439 0.378 4.374
H 4.301 -1.711 3.010
H 2.451 -1.911 1.328
O 0.739 -3.467 0.273
C -0.109 -2.660 -0.081
O -0.080 -1.395 0.135
C -1.333 -3.115 -0.888
C -2.006 -1.907 -1.505
Ge -0.713 -0.794 -2.552
C -1.539 0.972 -2.984
C -2.884 1.005 -3.330
C -3.518 2.199 -3.619
C -2.816 3.390 -3.554
C -1.476 3.373 -3.213
C -0.843 2.173 -2.938
C -0.606 -1.720 -4.349
C -1.316 -2.884 -4.614
C -1.241 -3.515 -5.844
C -0.444 -2.990 -6.845
C 0.283 -1.838 -6.596
C 0.201 -1.216 -5.364
C 1.221 -0.531 -2.152
C 1.651 0.492 -1.318
C 3.001 0.679 -1.077
C 3.940 -0.166 -1.644
C 3.518 -1.210 -2.449
C 2.168 -1.384 -2.703
H -2.016 -3.612 -0.190
H -0.999 -3.841 -1.633
H -2.402 -1.277 -0.711
H -2.848 -2.198 -2.135
H -3.443 0.078 -3.360
H -4.568 2.204 -3.877
H -3.312 4.331 -3.751
H -0.926 4.301 -3.139
H 0.205 2.171 -2.669
H -1.939 -3.312 -3.840
H -1.806 -4.420 -6.025
H -0.390 -3.475 -7.813
H 0.916 -1.428 -7.373
H 0.779 -0.320 -5.174
H 0.922 1.115 -0.821
H 3.321 1.489 -0.434
H 4.998 -0.025 -1.451
H 4.241 -1.893 -2.880
H 1.840 -2.199 -3.337
Br -2.540 -1.920 2.173
Br -0.828 1.743 8.746
C -0.150 0.286 7.721
C 0.541 -0.719 8.379
N 1.037 -1.764 7.738
C 0.859 -1.840 6.431
C 0.200 -0.865 5.688
C -0.325 0.237 6.351
C 0.106 -1.018 4.194
O 0.585 -2.034 3.683
O -0.448 -0.093 3.552
H 0.712 -0.687 9.449
H 1.251 -2.717 5.933
H -0.840 1.006 5.793

***

(2)
88
Properties=species:S:1:pos:R:3 method="wB97M-V/def2-TZVPD" spin_multiplicity=2 e_lumo_ev="-4.890 / -4.356" charge=+1 homo_energy_ev="-11.2 / -11.2"
V 2.089 -0.311 1.052
C 2.374 0.882 -4.245
C 2.625 1.291 -2.834
C 2.968 2.603 -2.497
C 3.113 2.958 -1.165
C 2.899 1.977 -0.215
Br 2.958 2.320 1.656
N 2.629 0.706 -0.507
C 2.492 0.376 -1.794
H 2.485 1.729 -4.916
H 1.359 0.498 -4.340
H 3.061 0.096 -4.558
H 3.104 3.343 -3.271
H 3.364 3.961 -0.862
H 2.265 -0.667 -1.999
O 0.222 -3.449 0.144
C 0.968 -2.801 0.835
O 1.605 -1.738 0.402
C 1.231 -3.063 2.280
C 1.076 -4.339 2.799
C 1.362 -4.577 4.137
C 1.821 -3.560 4.970
C 1.945 -2.284 4.467
C 1.595 -1.977 3.126
O 1.542 -0.763 2.704
N 2.504 -1.214 5.262
O 3.131 -0.372 4.644
O 2.327 -1.230 6.449
N 1.233 -5.930 4.666
O 0.859 -6.778 3.896
O 1.508 -6.088 5.828
H 0.767 -5.156 2.158
H 2.085 -3.772 5.996
C -6.343 2.015 -0.523
C -5.517 1.110 0.400
C -5.248 1.880 1.705
C -6.334 -0.151 0.693
C -4.136 0.764 -0.266
O -3.396 1.944 -0.503
C -4.302 -0.037 -1.583
C -3.008 -0.159 -2.402
C -2.443 1.156 -2.855
C -1.121 1.492 -2.588
C -0.585 2.689 -3.016
C -1.368 3.559 -3.761
Cl -0.679 5.022 -4.349
C -2.691 3.245 -4.044
C -3.214 2.050 -3.596
C -3.274 -0.070 0.738
N -1.948 0.449 0.872
C -0.808 -0.060 0.421
N 0.201 0.709 0.814
C -0.404 1.697 1.517
N -1.698 1.555 1.560
H -7.285 2.252 -0.038
H -6.579 1.528 -1.464
H -5.836 2.956 -0.728
H -6.068 2.556 1.922
H -4.336 2.467 1.627
H -5.153 1.214 2.557
H -7.244 0.123 1.220
H -5.787 -0.854 1.315
H -6.623 -0.653 -0.225
H -3.969 2.600 -0.914
H -5.056 0.446 -2.201
H -4.661 -1.041 -1.352
H -3.236 -0.758 -3.290
H -2.256 -0.704 -1.833
H -0.499 0.806 -2.029
H 0.434 2.958 -2.792
H -3.307 3.923 -4.612
H -4.238 1.806 -3.833
H -3.205 -1.112 0.424
H -3.723 -0.018 1.729
H -0.724 -0.964 -0.153
H 0.108 2.512 1.989
F 8.949 -1.620 -1.611
C 7.849 -1.467 -0.887
C 7.178 -0.243 -0.887
F 7.621 0.775 -1.622
C 6.040 -0.102 -0.107
F 5.361 1.062 -0.081
C 5.548 -1.135 0.675
Se 4.156 -0.910 1.959
C 6.223 -2.353 0.643
F 5.713 -3.337 1.390
C 7.361 -2.537 -0.131
F 7.991 -3.705 -0.163